--- i ---
Density functional theory data (ωB97M-V/def2-TZVPD) for one molecule with the formula C4HCl2N.

The charge is 0. As for the spin multiplicity: 1. The value obtained for the gap between HOMO and LUMO (alpha / beta) is 0.24813 / 0.26743 hartree. The calculation puts the LUMO energy (alpha / beta) at -0.0601 / -0.0593 Ha.

CARTESIAN COORDINATES (ANGSTROEM)
C (-0.5249, -1.0709, 0.4648)
C (0.9623, 0.6607, 0.4789)
C (-0.9468, -0.3796, -0.7321)
Cl (-0.9419, -2.6291, 0.8733)
N (0.3753, -0.3020, 1.1546)
H (-0.3120, 1.1623, -2.2091)
Cl (1.6927, 1.9629, 1.1844)
C (-0.3047, 0.5955, -1.2148)

=====

--- ii ---
Density functional theory data (ωB97M-V/def2-TZVPD) for one molecule with the formula C4HCl2N.

The charge is 0. As for the spin multiplicity: 1. The value obtained for the gap between HOMO and LUMO (alpha / beta) is 0.25990 / 0.25992 hartree. The calculation puts the LUMO energy (alpha / beta) at -0.0555 / -0.0525 Ha.

CARTESIAN COORDINATES (ANGSTROEM)
C (-2.6560, 0.0220, -0.0559)
C (-1.2385, 1.6093, 0.4399)
N (-2.4655, 1.3097, 0.1425)
Cl (-0.4614, 2.9533, -0.1307)
Cl (-4.1739, -0.7270, -0.0185)
H (0.7771, -0.2308, -0.0124)
C (-0.2760, -0.1482, -0.0272)
C (-1.4046, -0.6100, -0.2802)

=====

ii comes first in stability; the runner-up is 8.7 kcal/mol higher.

=====

--- i ---
Density functional theory data (ωB97M-V/def2-TZVPD) for an isolated ion of composition C5H12N and charge +1.

The charge is +1. As for the spin multiplicity: 1. The value obtained for the gap between HOMO and LUMO is 0.37806 hartree. The SMILES is C=C(C)CC[NH3+]. The calculation puts the LUMO energy at -0.1292 Ha.

CARTESIAN COORDINATES (ANGSTROEM)
C (-0.8573, 1.2655, 0.8788)
H (-0.8351, 2.3429, 0.9970)
H (0.9487, -0.9136, -1.4354)
H (2.4177, 0.4545, 0.6729)
C (0.1626, -0.9278, 0.5685)
C (0.0737, -1.3067, -0.9063)
H (-0.6714, -1.3102, 1.1513)
H (-1.2714, 0.2659, -1.0752)
H (-1.9595, -1.2477, -1.4639)
H (1.8035, 1.9567, 0.0626)
C (0.2629, 0.5689, 0.7128)
H (-1.0009, -0.5076, -2.5437)
H (1.0992, -1.3456, 0.9291)
H (0.0661, -2.3715, -1.0837)
C (1.6269, 1.1925, 0.8295)
H (1.7058, 1.6917, 1.7890)
N (-1.1284, -0.6505, -1.5384)
H (-1.8369, 0.7958, 0.9568)

=====

--- ii ---
Density functional theory data (ωB97M-V/def2-TZVPD) for an isolated ion of composition C5H12N and charge +1.

The charge is +1. As for the spin multiplicity: 1. The value obtained for the gap between HOMO and LUMO is 0.34671 hartree. The SMILES is C=CCCC[NH3+]. The calculation puts the LUMO energy at -0.1384 Ha.

CARTESIAN COORDINATES (ANGSTROEM)
H (0.9008, -0.8934, -0.6213)
C (0.5487, -0.8136, 0.4176)
C (-1.1162, -2.6624, 0.7927)
H (-2.0919, -3.0774, 1.0159)
H (-1.6530, -0.7773, 0.1338)
H (1.5931, 1.0039, 0.6784)
H (0.1365, 1.1252, -2.3791)
C (0.5465, 0.7049, 0.7609)
H (-0.4803, 2.5410, 0.0887)
H (1.2631, -1.2526, 1.1089)
C (-0.8291, -1.4250, 0.4159)
H (0.1967, 0.9149, 1.7643)
H (0.7669, 2.5666, -1.8182)
N (0.5541, 1.5968, -1.5810)
H (1.4336, 1.1232, -1.3582)
H (-1.1734, 1.0327, -0.4350)
H (-0.3605, -3.2588, 1.2990)
C (-0.2354, 1.5513, -0.2833)

=====

i comes first in stability; the runner-up is 16.2 kcal/mol higher.

=====

--- i ---
Density functional theory data (ωB97M-V/def2-TZVPD) for an isolated ion of composition C5H12N and charge +1.

The charge is +1. As for the spin multiplicity: 1. The value obtained for the gap between HOMO and LUMO is 0.23174 hartree. The calculation puts the LUMO energy at -0.2694 Ha.

CARTESIAN COORDINATES (ANGSTROEM)
C (0.3304, -0.8994, -1.8575)
C (-0.6239, 0.3261, 2.4966)
H (-1.6366, 1.2792, 0.9956)
H (-0.0686, 2.1213, 1.4540)
H (-1.4842, -0.4624, -0.6425)
H (0.2659, -0.3549, 2.6377)
H (0.8003, 1.5690, -0.6439)
C (-0.4713, 1.1921, 1.1786)
C (-0.6294, 0.1234, -1.0467)
H (-1.1103, 0.7311, -1.8502)
H (0.8828, -0.3714, -2.6511)
N (1.2292, -1.4593, -0.8549)
C (0.1988, 0.8433, -0.0468)
H (1.3776, -0.8614, -0.0585)
H (2.0072, -1.9882, -1.2988)
H (-0.6559, 1.0448, 3.3980)
H (-1.5760, -0.2658, 2.5617)
H (-0.2336, -1.7395, -2.2624)

=====

--- ii ---
Density functional theory data (ωB97M-V/def2-TZVPD) for a 2-piece molecular cluster, C5H12N overall.

The charge is +1. As for the spin multiplicity: 1. The value obtained for the gap between HOMO and LUMO is 0.16264 hartree. The calculation puts the LUMO energy at -0.2913 Ha.

CARTESIAN COORDINATES (ANGSTROEM)
H (1.4535, -0.5655, -0.5179)
H (-1.2919, 2.6452, -0.1815)
H (-2.0777, 2.0621, -1.6959)
C (-2.3893, 0.7401, 0.0106)
H (-2.8338, -0.0422, -0.6345)
N (4.5197, -1.4304, -0.1003)
H (4.9495, -2.2964, 0.1535)
H (4.8929, -0.6168, 0.3484)
H (-1.0637, 0.6497, 1.6697)
H (-2.2294, -0.6442, 1.5902)
C (0.3799, -0.3250, -0.4978)
C (-1.5965, 1.7802, -0.7797)
H (-0.5554, -1.9278, 0.6713)
H (3.8258, -1.3895, -0.8147)
H (-3.3078, 1.1589, 0.4541)
C (-1.5279, -0.0676, 0.9841)
C (-0.4758, -0.9153, 0.2712)
H (-0.6721, 1.1844, -0.9309)

=====

--- iii ---
Density functional theory data (ωB97M-V/def2-TZVPD) for a 2-piece molecular cluster, C5H12N overall.

The charge is +1. As for the spin multiplicity: 1. The value obtained for the gap between HOMO and LUMO is 0.27035 hartree. The calculation puts the LUMO energy at -0.2401 Ha.

CARTESIAN COORDINATES (ANGSTROEM)
H (3.1742, -1.3207, 0.8820)
H (0.4730, -2.8325, -0.5030)
H (2.2218, -2.8248, -0.6878)
N (1.3926, -1.0907, 0.0006)
H (-0.5372, 0.8884, 1.1673)
H (-1.5118, -0.6132, -0.6473)
H (-0.3065, 2.0655, -0.1127)
H (0.0584, 0.2126, -1.4723)
H (2.3128, 0.1762, 1.3563)
C (-0.8747, 1.2810, 0.1487)
H (-2.8818, 2.2035, -0.3872)
C (1.3016, -2.2170, -0.7942)
C (-2.3638, 1.8850, 0.5188)
H (-2.9009, 1.2904, 1.2606)
C (-0.8175, 0.2279, -0.8054)
H (1.0392, -1.9638, -1.8811)
C (2.2184, -0.8059, 0.8918)
H (-2.1882, 2.9159, 0.9164)

=====

i comes first in stability; the runner-up is 5.3 kcal/mol higher.

=====

--- i ---
Density functional theory data (ωB97M-V/def2-TZVPD) for a 2-piece molecular cluster, C5H12N overall.

The charge is +1. As for the spin multiplicity: 1. The value obtained for the gap between HOMO and LUMO is 0.25292 hartree. The calculation puts the LUMO energy at -0.3024 Ha.

CARTESIAN COORDINATES (ANGSTROEM)
H (3.5949, -0.1258, 0.8816)
C (-0.9452, -0.3475, -0.5842)
H (-0.5804, -1.3753, -0.6670)
C (-2.3567, -0.2116, -0.6552)
H (-2.8302, -1.0218, 1.3745)
N (1.3197, 0.6428, -0.4612)
H (-0.3967, 1.6843, -0.2000)
H (-2.6599, 0.8162, -0.4772)
H (-4.2362, -0.3710, 0.5284)
H (4.4631, 0.4051, 2.2969)
H (-3.4330, -1.9425, 0.0614)
H (-2.7474, -0.4330, -1.6772)
C (-3.3106, -0.9158, 0.3965)
C (0.0341, 0.6901, -0.3814)
H (1.5611, -0.2480, -0.9518)
H (5.3309, -0.4146, 1.1762)
H (4.7944, 1.2321, 0.6518)
C (4.5396, 0.3342, 1.2086)

=====

--- ii ---
Density functional theory data (ωB97M-V/def2-TZVPD) for a 2-piece molecular cluster, C5H12N overall.

The charge is +1. As for the spin multiplicity: 1. The value obtained for the gap between HOMO and LUMO (alpha / beta) is 0.15761 / 0.29583 hartree. The calculation puts the LUMO energy (alpha / beta) at -0.2300 / -0.1525 Ha.

CARTESIAN COORDINATES (ANGSTROEM)
H (-1.4265, -0.3124, 1.4150)
C (-1.2686, 0.6059, -1.2493)
C (2.2016, 1.2881, 0.2943)
H (4.1808, 1.6652, 0.2904)
H (-3.9685, -0.5724, 0.1317)
H (-0.4498, 1.0057, -1.8087)
C (-1.8158, -0.2970, -0.5217)
C (-3.2335, -0.9401, -0.6531)
H (1.3571, 0.5086, 0.3917)
H (2.0949, 2.0782, 0.9978)
H (-3.4464, -0.5954, -1.6686)
H (-1.5973, -1.9036, 0.7721)
H (-2.9572, -1.9899, -0.6313)
N (3.6082, 0.7963, 0.3723)
H (-0.0804, -0.9459, 0.4882)
C (-1.0868, -0.9641, 0.6362)
H (3.9231, 0.2805, 1.1469)
H (3.9651, 0.2924, -0.4039)

=====

i comes first in stability; the runner-up is 63.2 kcal/mol higher.

=====

--- i ---
Density functional theory data (ωB97M-V/def2-TZVPD) for a 2-piece molecular cluster, C5H12N overall.

The charge is +1. As for the spin multiplicity: 1. The value obtained for the gap between HOMO and LUMO is 0.35441 hartree. The calculation puts the LUMO energy at -0.2045 Ha.

CARTESIAN COORDINATES (ANGSTROEM)
H (-0.4432, 1.2811, -0.9813)
C (1.8581, -2.0259, -1.3856)
H (-1.8923, 1.3423, 2.7403)
C (-0.7136, 0.4664, -1.6380)
H (1.5643, -0.1758, -0.4057)
H (0.7079, 0.7852, 1.2354)
H (-0.4542, -1.3559, -2.2733)
H (0.1472, -0.0214, 2.6661)
H (-1.7944, 1.7692, 1.0535)
H (-1.6476, 0.4929, -2.1817)
C (1.1849, -0.9277, -1.0729)
C (-1.1882, 1.5162, 1.9274)
C (-0.1907, 0.4035, 1.7195)
H (1.4437, -2.6817, -2.1429)
H (-0.7269, 2.4780, 2.1722)
N (-0.0368, -0.6173, -1.7071)
H (2.7969, -2.2740, -0.9192)
H (-0.6153, -0.4551, 1.1931)

=====

--- ii ---
Density functional theory data (ωB97M-V/def2-TZVPD) for a 2-piece molecular cluster, C5H12N overall.

The charge is +1. As for the spin multiplicity: 1. The value obtained for the gap between HOMO and LUMO (alpha / beta) is 0.26096 / 0.38593 hartree. The calculation puts the LUMO energy (alpha / beta) at -0.1939 / -0.1370 Ha.

CARTESIAN COORDINATES (ANGSTROEM)
H (1.4342, -1.4681, -0.4818)
C (-0.4534, -0.4706, 0.1910)
H (-1.8722, 2.6512, 0.2302)
H (-2.1559, -1.3661, -0.8145)
C (0.8660, -0.5710, -0.1110)
N (-1.3360, -1.7160, -0.1883)
H (-0.6374, -2.5038, -0.6454)
H (-0.6788, 2.0125, -0.9039)
C (-1.5926, 1.7269, -0.2906)
H (-2.4079, 1.3491, -0.9117)
H (-0.3611, 1.0537, 1.3395)
C (-1.2585, 0.6448, 0.7635)
H (4.0960, -0.7558, 0.3089)
H (3.3647, 1.1113, 0.4042)
H (-1.9172, 0.3222, 1.5362)
C (3.5872, 0.1115, -0.1037)
H (3.0421, -0.0352, -0.9593)
H (-1.7192, -2.0967, 0.6366)

=====

i comes first in stability; the runner-up is 107.2 kcal/mol higher.

=====

--- i ---
Density functional theory data (ωB97M-V/def2-TZVPD) for a 2-piece molecular cluster, C5H12N overall.

The charge is +1. As for the spin multiplicity: 1. The value obtained for the gap between HOMO and LUMO is 0.30910 hartree. The calculation puts the LUMO energy at -0.2002 Ha.

CARTESIAN COORDINATES (ANGSTROEM)
C (2.7924, -1.0231, -0.6232)
H (1.0511, 1.2479, 1.0402)
C (-1.5969, 0.6038, 0.6054)
H (3.8447, -0.7831, -0.4959)
H (-1.7910, -1.0633, -0.8753)
N (2.0072, 0.1602, -0.3053)
H (-1.9789, 0.5123, -1.6605)
H (-1.4004, 1.7169, 0.6315)
H (-3.5129, -0.6830, 0.7063)
H (2.2020, -0.0944, 1.7555)
H (1.5071, 0.6729, -0.9872)
C (-1.9534, -0.0571, -0.7236)
H (2.6153, -1.2731, -1.6178)
H (-1.1118, 0.0437, 1.2713)
C (1.6871, 0.4135, 0.9081)
H (-3.8058, 1.1631, 0.1410)
C (-3.0401, 0.2722, 0.2532)
H (2.4842, -1.8294, -0.0236)

=====

--- ii ---
Density functional theory data (ωB97M-V/def2-TZVPD) for an isolated ion of composition C5H12N and charge +1.

The charge is +1. As for the spin multiplicity: 1. The value obtained for the gap between HOMO and LUMO is 0.39511 hartree. The SMILES is C=CCCC[NH3+]. The calculation puts the LUMO energy at -0.1236 Ha.

CARTESIAN COORDINATES (ANGSTROEM)
H (-0.9782, -1.3213, -1.4641)
H (-2.0421, 0.9698, -0.5415)
C (-1.0473, 0.5967, -0.1001)
H (-1.7260, -1.2867, 1.5843)
H (-0.9841, 0.8245, 0.9986)
H (0.1955, 2.3280, -0.0694)
C (0.0496, 1.4089, -0.7153)
N (1.3552, -0.3211, 0.7330)
H (-0.0532, 1.5237, -1.8341)
C (-1.1405, -0.8435, -0.4292)
H (1.2074, 0.3316, 1.4039)
C (1.4362, 0.6051, -0.5572)
H (0.5359, -0.9974, 0.7082)
H (-1.5250, -2.6738, 0.4637)
H (2.1603, -0.9138, 0.9909)
C (-1.4881, -1.5955, 0.5892)
H (1.7187, 0.0736, -1.3799)
H (2.3258, 1.2911, -0.3811)

=====

ii comes first in stability; the runner-up is 21.8 kcal/mol higher.